Here is a single C7H12N2O6 molecule at a distorted geometry from OMol25. Energies are from ωB97M-V with the def2-TZVPD basis set.

CARTESIAN COORDINATES (ANGSTROEM)
1 C 1.20 -0.51 0.45
2 O -3.04 -0.62 0.51
3 C -1.01 -0.35 1.67
4 H 1.48 2.37 -0.93
5 O 2.28 -1.16 0.37
6 H -2.44 1.33 1.75
7 C 0.43 -1.03 -2.82
8 C -1.88 -0.96 0.64
9 O -1.23 -1.67 -0.26
10 N 1.64 1.60 -0.31
11 H 2.48 -0.21 -1.87
12 H -1.23 -0.68 2.69
13 H -0.81 1.97 1.15
14 H -0.77 2.27 3.46
15 C 0.88 0.43 -0.71
16 H 1.38 1.86 0.68
17 O -0.68 -0.72 -3.02
18 H 1.34 0.95 -2.53
19 C -1.33 1.18 1.91
20 N 0.44 -0.44 1.61
21 H -1.36 -1.73 -1.23
22 O 0.85 -2.36 -2.81
23 H 0.11 -2.70 -3.33
24 H -0.24 0.61 -0.73
25 O -0.75 1.32 3.25
26 H 0.80 -0.83 2.45
27 C 1.45 0.06 -2.06

- structure (SMILES) = N[C@@H](CC(=O)O)C(=O)N[C@@H](CO)C(=O)O
- HOMO energy (eV) = -9.63
- orbital gap (eV) = 10.11

---

Here is a molecular structure, C43H41Cl2N3O3P2SSn from OMol25. Energies are from ωB97M-V with the def2-TZVPD basis set.

CARTESIAN COORDINATES (ANGSTROEM)
1 C -1.62 -0.65 -6.64
2 H 2.00 2.40 -1.23
3 C -3.73 -0.04 -2.76
4 H 0.11 -7.52 -1.36
5 C -0.76 -1.22 2.97
6 C 3.29 -5.77 -0.07
7 C 4.00 3.18 1.94
8 C 0.17 -1.96 -3.56
9 H -0.18 3.07 1.68
10 H 4.86 3.43 1.34
11 H 0.39 1.98 -5.94
12 H -1.76 0.65 -3.22
13 N -0.32 -3.17 -3.45
14 Cl 3.15 -3.69 5.22
15 P -0.31 0.84 -0.76
16 O 0.99 -1.43 -2.71
17 C -0.70 -1.97 5.25
18 H -1.04 1.64 3.60
19 H -2.81 3.19 4.26
20 H 3.46 1.50 0.73
21 H -2.38 -0.98 -7.33
22 C -0.06 1.01 -5.85
23 C 0.38 -0.45 3.17
24 H -2.20 -2.55 3.83
25 H -4.01 -0.11 -3.80
26 H 0.92 2.28 4.09
27 C -0.95 4.67 -2.24
28 C 1.17 3.04 -1.50
29 C -0.13 2.55 -1.41
30 Cl 1.89 -3.67 2.56
31 H -5.62 -0.72 -2.02
32 O -1.87 -2.71 -5.56
33 H -1.12 -2.55 6.06
34 N 0.21 -3.77 -2.32
35 H 4.19 -5.26 0.25
36 C 2.58 3.60 3.83
37 Sn 1.12 -2.35 -0.80
38 C 3.04 -7.08 0.25
39 H 4.30 4.78 3.34
40 H 4.14 -3.36 3.12
41 C 2.08 1.75 2.36
42 H 2.43 4.70 -2.00
43 H -2.47 1.31 2.66
44 C -1.31 -1.96 4.01
45 H 3.11 -1.98 3.62
46 C -1.19 3.37 -1.79
47 C 1.00 -0.48 4.42
48 C 0.32 0.15 -4.84
49 C -1.68 2.04 2.82
50 C 1.88 -7.73 -0.18
51 C 3.20 -3.06 3.57
52 C -2.47 5.36 1.38
53 H -2.06 6.05 2.12
54 C -1.04 0.59 -6.75
55 H 0.95 -1.25 6.42
56 C 3.20 2.10 1.60
57 H -1.51 4.09 3.50
58 H -1.66 4.91 0.80
59 H 1.69 -8.76 0.09
60 H -1.78 5.30 -2.53
61 C 0.46 -1.23 5.45
62 C 1.78 2.52 3.48
63 C 0.35 5.15 -2.31
64 H 1.07 0.44 -4.12
65 C 3.68 3.94 3.06
66 P 1.11 0.35 1.69
67 C -2.45 0.39 -2.43
68 C 2.36 -5.01 -0.82
69 H -2.21 3.01 -1.73
70 H -1.48 -3.22 -4.81
71 H 1.91 0.08 4.59
72 H 2.33 4.19 4.71
73 C -4.63 -0.39 -1.76
74 C -2.96 0.12 -0.10
75 H 0.53 6.16 -2.66
76 H -3.12 5.91 0.71
77 C 1.21 -5.69 -1.30
78 C 0.99 -7.03 -0.97
79 C 1.41 4.33 -1.94
80 C -2.29 3.35 3.32
81 C -1.24 -1.52 -5.62
82 C -0.25 -1.12 -4.70
83 H -4.94 -0.57 0.35
84 S -3.50 4.11 2.19
85 C 0.36 -5.04 -2.30
86 C -2.06 0.48 -1.09
87 H -1.63 2.64 0.79
88 H -0.04 -5.63 -3.13
89 C -0.91 2.28 1.53
90 H -1.35 1.26 -7.55
91 H 3.76 -7.62 0.85
92 C -4.24 -0.30 -0.43
93 N -0.24 1.10 0.94
94 H -1.23 -1.24 2.00
95 O 2.63 -3.74 -1.07
96 H -2.67 0.17 0.94

- HOMO energy (eV) = -7.80
- orbital gap (eV) = 7.74

---

Here is a single C6H11NS molecule at a distorted geometry from OMol25. Energies are from ωB97M-V with the def2-TZVPD basis set.

CARTESIAN COORDINATES (ANGSTROEM)
1 S 0.00 0.17 -1.81
2 C 0.03 0.66 1.42
3 H 1.84 2.78 1.04
4 H -3.37 -2.19 0.37
5 C -0.22 -0.75 0.71
6 H -0.09 -1.54 1.53
7 H 0.35 0.74 2.43
8 H -0.66 1.47 1.19
9 H 1.33 -1.25 -0.56
10 N 1.69 2.14 0.12
11 C -1.54 -1.17 0.33
12 C 0.78 -0.35 -0.31
13 H 0.92 2.46 -0.55
14 C -2.29 -2.10 0.95
15 H 0.99 0.98 -2.03
16 C 1.33 0.71 0.62
17 H -1.85 -0.59 -0.57
18 H -2.16 -2.92 1.76
19 H 2.19 0.39 1.24

- structure (SMILES) = C=C[C@@H]1C[C@H](N)[C@@H]1S
- HOMO energy (eV) = -8.93
- orbital gap (eV) = 9.73

---

Here is a single C7H5NOS molecule at a distorted geometry from OMol25. Energies are from ωB97M-V with the def2-TZVPD basis set.

CARTESIAN COORDINATES (ANGSTROEM)
1 H 0.39 -2.80 -0.29
2 H -3.12 -0.14 0.79
3 O 2.21 -1.07 -0.43
4 C -2.30 -0.72 0.51
5 C -1.14 -0.03 0.57
6 C 1.59 1.20 -0.29
7 C -0.08 -0.79 0.16
8 C -0.42 -2.08 0.16
9 S -1.98 -2.43 0.64
10 N -0.07 3.08 -1.26
11 H -1.01 1.02 0.46
12 H 2.71 1.59 -0.43
13 H 1.31 1.58 0.73
14 C 0.62 1.95 -1.05
15 C 1.30 -0.35 -0.29

- structure (SMILES) = N#CCC(=O)c1ccsc1
- HOMO energy (eV) = -9.56
- orbital gap (eV) = 9.53

---

Here is 14 unconnected molecules or ions with the total composition C70H70N14 at a distorted geometry from OMol25. Energies are from ωB97M-V with the def2-TZVPD basis set.

CARTESIAN COORDINATES (ANGSTROEM)
1 H -6.50 26.24 11.63
2 C -5.24 19.88 5.09
3 N -3.27 26.51 12.74
4 C -8.15 24.17 13.20
5 C -4.89 19.90 11.18
6 H -4.69 18.84 11.36
7 C -3.65 16.75 9.56
8 C -5.61 21.18 5.46
9 H 2.94 18.02 10.99
10 C -4.20 16.57 13.35
11 C -4.17 23.10 15.16
12 C -5.73 19.22 7.33
13 H -0.16 18.58 7.22
14 C -3.93 22.25 14.06
15 N -6.38 21.83 11.44
16 H -7.20 26.53 15.18
17 C -9.42 21.49 9.89
18 H -11.34 18.32 10.48
19 N 0.39 22.54 10.43
20 H -5.60 21.98 4.74
21 C -2.66 21.69 13.93
22 H -4.71 25.06 12.96
23 H -9.57 27.07 15.24
24 C -8.10 17.05 11.79
25 N -0.39 19.63 12.27
26 C -3.06 25.61 8.88
27 C -5.43 22.58 10.87
28 C -4.08 18.60 14.62
29 H -10.15 23.84 12.41
30 H -4.45 19.57 14.94
31 C -9.24 26.25 14.62
32 H -5.01 17.87 5.80
33 H -7.26 21.70 14.06
34 C -10.17 19.88 11.46
35 H -1.36 23.19 16.69
36 H -4.97 16.33 7.89
37 C -8.03 18.91 16.48
38 H -1.90 24.22 12.27
39 C -7.15 19.90 16.89
40 C -2.96 27.64 12.18
41 C -1.35 16.63 8.95
42 H -8.41 18.10 17.09
43 C -7.87 25.94 14.58
44 C -6.08 20.52 11.64
45 H -2.71 18.92 7.73
46 C 1.15 23.56 10.03
47 C -1.78 21.96 6.49
48 H -1.09 16.18 6.84
49 C -3.99 20.70 10.51
50 C 0.97 18.86 10.44
51 C -4.83 17.70 13.84
52 C -0.75 19.50 7.07
53 C -1.02 24.07 11.67
54 H -9.11 18.19 14.78
55 C -0.04 20.58 6.55
56 H -6.84 20.00 12.22
57 H -8.83 22.36 9.63
58 C -2.66 20.97 7.00
59 C -1.76 16.36 7.65
60 C -3.97 25.11 6.41
61 H -2.77 25.87 9.89
62 N -7.30 24.91 13.93
63 C -4.23 22.06 10.40
64 C -7.70 17.38 10.52
65 H -4.77 22.09 13.43
66 C -0.68 22.83 11.17
67 C -4.59 24.62 7.58
68 H -10.20 19.50 12.47
69 C -6.83 20.94 16.05
70 H -6.52 20.81 8.52
71 C -4.51 26.02 12.51
72 C -6.75 15.37 10.11
73 C -1.65 21.96 14.89
74 C -2.06 22.83 15.93
75 H 0.98 20.46 6.24
76 C 0.92 24.90 10.46
77 N -7.01 16.62 9.66
78 H 1.50 25.69 10.03
79 H -5.84 17.95 13.54
80 C -5.29 18.88 6.04
81 H -1.32 26.63 7.91
82 C -2.09 19.75 7.37
83 H -3.45 22.71 10.02
84 N -3.28 23.40 16.08
85 H -1.19 21.92 11.36
86 N -2.93 16.28 13.61
87 C 1.79 18.70 12.72
88 C -9.50 21.08 11.20
89 H -6.76 19.87 17.92
90 N -0.51 21.81 6.30
91 H -3.05 20.27 10.17
92 C -0.15 19.46 10.98
93 H -0.62 21.65 14.87
94 C -10.06 25.52 13.80
95 H -5.78 28.57 10.67
96 H -1.19 16.98 14.34
97 H -2.12 19.02 15.43
98 C -7.41 20.91 14.76
99 H 2.61 18.42 13.35
100 C -2.30 16.85 9.92
101 H -4.32 24.84 5.43
102 H -5.60 23.64 10.67
103 H -4.73 15.86 12.72
104 H -5.81 18.51 8.15
105 C -5.50 26.65 11.70
106 H -8.64 17.82 12.32
107 H -1.93 27.94 12.36
108 H -0.31 16.67 9.27
109 H -5.42 23.97 7.61
110 H -11.16 19.37 8.23
111 H 1.02 18.68 9.36
112 H -3.51 29.34 10.98
113 H -7.71 23.29 12.69
114 N -3.06 16.34 7.28
115 C -2.28 26.09 7.81
116 C -2.76 18.34 14.89
117 C -0.17 25.11 11.31
118 H -8.15 15.37 13.20
119 H -6.24 14.66 9.47
120 H -2.13 22.96 6.22
121 H -6.15 21.73 16.25
122 N -4.15 24.92 8.78
123 H -9.04 21.66 11.98
124 C 0.54 19.18 13.07
125 H -8.07 18.31 10.11
126 C -7.82 15.73 12.23
127 H -5.06 23.66 15.33
128 C -8.47 18.97 15.16
129 C -7.08 14.87 11.39
130 N -6.08 21.45 6.63
131 C -3.83 28.40 11.40
132 H -2.24 26.14 5.62
133 H -4.89 19.60 4.10
134 H -3.74 21.12 7.10
135 C -2.75 25.82 6.52
136 C -10.65 19.81 9.10
137 H -1.01 19.78 10.42
138 H -4.39 16.99 10.30
139 H 0.28 19.32 14.12
140 C -10.85 19.29 10.38
141 C -3.95 16.46 8.23
142 N -9.98 20.87 8.88
143 C -9.51 24.45 13.05
144 C 2.00 18.50 11.33
145 C -2.24 17.17 14.32
146 C -6.12 20.52 7.55
147 H -2.46 21.06 13.07
148 H -11.12 25.73 13.75
149 H -6.95 13.82 11.60
150 H -0.42 26.09 11.68
151 H 1.89 23.17 9.34
152 N -8.17 19.93 14.31
153 H -2.15 17.10 10.97
154 C -5.11 27.90 11.21

- HOMO energy (eV) = -9.11
- orbital gap (eV) = 9.63

---

Here is a gas-phase ion, C4H4NO2 (charge -1) at a distorted geometry from OMol25. Energies are from ωB97M-V with the def2-TZVPD basis set.

CARTESIAN COORDINATES (ANGSTROEM)
1 C -0.01 -0.30 0.09
2 C -2.15 0.15 -1.39
3 O 2.25 1.52 1.89
4 O 3.15 -0.52 1.90
5 H -1.95 1.22 -1.62
6 N 1.17 -0.47 0.75
7 H -2.26 -0.47 -2.44
8 H 1.61 -1.36 0.65
9 C 2.40 0.36 1.64
10 H -3.14 0.16 -0.92
11 C -1.06 -0.29 -0.54

- structure (SMILES) = CC#CNC(=O)[O-]
- HOMO energy (eV) = -3.53
- orbital gap (eV) = 7.41
- charge = -1

---

Here is a molecular structure, C42H40As2BrMgN4O9PS4 at a distorted geometry from OMol25. Energies are from ωB97M-V with the def2-TZVPD basis set.

CARTESIAN COORDINATES (ANGSTROEM)
1 C 3.16 2.42 -6.14
2 C -0.14 6.90 1.70
3 Br -2.96 2.24 1.36
4 H -0.08 7.81 1.13
5 O -3.47 -0.54 -0.83
6 N -7.04 -0.53 -1.17
7 H 2.72 3.01 -6.90
8 H -3.08 2.02 4.28
9 C 1.18 -2.10 -0.28
10 H -2.98 -1.58 -3.80
11 C -2.86 0.99 4.05
12 H 0.23 7.17 2.69
13 H -2.61 -6.62 0.08
14 C -2.58 -0.04 4.93
15 S -5.17 -4.12 3.20
16 H 5.13 8.75 -0.91
17 C 3.53 -2.66 -0.16
18 H -5.76 -8.85 -1.86
19 H -4.22 -7.41 3.40
20 H 6.85 5.06 -4.18
21 C -2.85 0.75 2.64
22 H 3.58 9.66 -1.19
23 H -6.69 -6.01 1.35
24 H 6.17 4.25 1.14
25 O 6.04 3.29 -3.38
26 C -5.46 -8.12 -1.09
27 N -5.47 -3.11 -4.18
28 C 2.89 5.57 -0.50
29 C 1.66 5.06 -0.73
30 O 3.03 3.23 -4.94
31 C 4.26 3.37 -1.74
32 C -5.17 -2.28 -3.43
33 H -2.58 -8.94 4.36
34 C 3.39 6.92 -0.97
35 C -1.43 -5.46 3.20
36 H 0.84 4.45 -4.51
37 C 5.46 5.07 0.92
38 C 5.67 3.25 -2.08
39 Mg -1.96 -0.85 0.39
40 H -1.85 -3.41 4.92
41 C 3.69 -1.59 0.72
42 H 5.14 5.20 -3.72
43 S 0.27 0.30 0.64
44 P -3.91 -4.91 1.86
45 H -2.14 -2.25 6.34
46 C 5.90 4.48 -4.13
47 C 4.16 9.12 -0.46
48 H 2.71 1.40 -6.04
49 H 0.44 -5.94 4.14
50 H 4.30 9.67 0.47
51 H -1.21 6.56 1.74
52 As 3.97 4.00 0.11
53 C -2.77 -5.89 2.89
54 C -6.15 -0.90 -1.82
55 C -0.56 -6.27 3.91
56 C 3.20 3.22 -2.57
57 H 2.85 0.16 1.64
58 O 3.88 7.06 -2.08
59 C 1.17 4.96 -3.58
60 H 5.09 5.48 1.90
61 O 3.62 1.31 -4.05
62 H -1.08 -4.51 2.84
63 C -4.11 -7.74 -1.06
64 C -3.67 -6.85 -0.09
65 S -0.33 -2.55 -0.92
66 H -0.60 -2.23 5.51
67 C 2.69 -0.72 1.04
68 H 2.19 5.40 -3.78
69 O 6.50 3.03 -1.18
70 H -2.34 -2.54 2.59
71 C -4.99 -1.32 -2.45
72 H 5.93 5.83 0.28
73 C 3.37 2.47 -3.85
74 N -2.71 -1.41 -2.86
75 C -6.36 -7.41 -0.32
76 C 2.27 -2.95 -0.57
77 O -0.63 5.34 -0.66
78 H 4.23 2.28 -6.33
79 C -1.68 -2.45 5.36
80 H 5.57 4.26 -5.18
81 H 4.39 -3.21 -0.57
82 H -2.53 0.15 6.03
83 O 0.61 5.75 1.23
84 S -2.85 -3.83 0.52
85 C -2.22 -1.34 4.44
86 C 0.43 5.39 -0.04
87 H -3.37 -8.27 -1.70
88 H 4.58 -1.50 1.29
89 C -4.58 -6.21 0.75
90 C -2.37 -1.52 3.05
91 H -1.72 -1.30 -2.66
92 H 0.44 5.73 -3.24
93 C -0.95 -7.55 4.27
94 O 3.37 7.94 -0.02
95 C -3.65 -1.03 -2.02
96 C 1.45 -0.87 0.43
97 H -7.39 -7.56 -0.50
98 N -2.70 -0.51 2.23
99 As 1.28 3.67 -2.16
100 H -0.25 -8.20 4.78
101 C -5.94 -6.47 0.67
102 C -2.21 -7.97 3.99
103 H 2.09 -3.86 -1.18
104 C -3.17 -7.14 3.38

- HOMO energy (alpha / beta) (eV) = -1.31 / -1.31
- orbital gap (alpha / beta) (eV) = 3.41 / 3.27
- charge = -2

---

Here is 2 unconnected molecules or ions with the total composition C38H29Cl3OP at a distorted geometry from OMol25. Energies are from ωB97M-V with the def2-TZVPD basis set.

CARTESIAN COORDINATES (ANGSTROEM)
1 C -0.48 -1.14 -0.96
2 H 0.73 -0.65 2.98
3 Cl 5.60 -1.62 3.80
4 P 0.91 1.41 0.75
5 C -0.34 -2.44 -0.52
6 H -3.92 4.85 -4.02
7 C 0.56 0.91 -1.85
8 H 4.46 0.94 4.30
9 C 1.74 4.03 1.12
10 C 1.45 -2.74 -2.13
11 H 2.72 2.21 3.06
12 C -1.38 -0.88 3.38
13 C 2.86 -0.56 1.09
14 H -4.34 4.49 -2.32
15 H -1.75 -4.66 -0.28
16 H 4.20 -2.24 1.41
17 C 1.37 -1.40 -2.48
18 C -0.47 0.59 1.67
19 C -2.53 3.55 -2.97
20 C -2.86 2.29 -2.48
21 H -1.22 -1.55 4.22
22 H 2.46 -0.96 0.16
23 C -0.18 -7.36 -2.62
24 H 1.53 1.38 -1.67
25 C 4.01 0.53 3.40
26 C -1.57 -7.30 -2.45
27 H -0.44 4.74 4.26
28 C 3.86 -1.27 1.77
29 C 0.02 3.34 2.69
30 H -3.22 -6.28 -1.47
31 H 2.01 -1.01 -3.27
32 H -0.98 -2.85 0.26
33 H 2.33 3.84 0.23
34 C -2.67 -0.54 2.97
35 C 0.06 -5.53 -1.09
36 H -1.28 -0.54 -0.53
37 H 1.74 -6.54 -1.99
38 H -3.89 0.59 1.61
39 H -2.21 -8.01 -2.97
40 C 1.10 5.48 2.95
41 C -0.49 1.67 -2.44
42 C 3.02 1.23 2.72
43 C 2.37 0.66 1.61
44 H -3.91 2.07 -2.23
45 H -2.16 0.35 -1.96
46 H -3.00 5.58 -2.68
47 C 0.86 3.04 1.60
48 H 2.16 -3.42 -2.61
49 C 4.42 -0.73 2.94
50 H -0.73 2.63 3.02
51 H -1.02 4.69 -4.00
52 C -1.23 3.77 -3.45
53 H 0.80 3.05 -3.55
54 Cl -4.02 -1.23 3.77
55 C -2.14 -6.34 -1.60
56 C -2.88 0.35 1.92
57 C -1.78 0.95 1.29
58 C -1.87 1.34 -2.28
59 C -3.52 4.67 -3.01
60 H 0.26 -8.08 -3.30
61 C 0.48 -0.53 -1.81
62 C -1.32 -5.44 -0.91
63 H 2.60 5.98 1.49
64 C -0.28 -0.35 2.69
65 C 1.88 5.24 1.81
66 C -0.22 2.86 -3.19
67 C 0.16 4.54 3.38
68 C 0.66 -3.23 -1.08
69 C 0.65 -6.51 -1.90
70 H -1.95 1.68 0.50
71 O 0.90 -4.52 -0.60
72 Cl 1.31 6.94 3.82

- HOMO energy (eV) = -11.07
- orbital gap (eV) = 6.14
- charge = +1

---

Results for calculated total energy: -22717.3778 -116160.4072 -18722.0503 -21708.6720 -94583.7719 -9797.2608 -318385.4010 -88772.6439 (in eV, following the order of the records).